#i
The following is a DFT calculation (ωB97M-V/def2-TZVPD) of a 2-piece molecular cluster, C4H14N3 overall.

- 2S+1: 2
- HOMO level (spin up / spin down): -3.734 / -8.833 eV
- <S²>: 0.75
- LUMO (spin up / spin down): 0.99 / 0.91 eV

Cartesian coordinates (Å):
C -0.57763 2.60050 0.33421
C -0.17318 0.71436 -1.31120
N -0.95242 1.31366 -0.32639
N 1.12577 1.13023 -1.55248
N -0.79351 -0.14145 -2.23847
H -1.93051 1.14038 -0.29635
H 1.71623 1.35151 -0.77372
H 1.58996 0.61495 -2.27493
H -1.80279 -0.18242 -2.18169
H -0.33545 -1.01496 -2.48696
H -1.25926 3.33380 -0.08544
H 0.44669 2.88525 0.13274
H -0.72757 2.42741 1.39512
C 0.51196 -1.61028 2.09362
C 0.42611 -2.44991 0.80331
H -0.48671 -1.51778 2.53286
H 1.14322 -2.07037 2.84767
H 0.82020 -0.58552 1.92032
H 0.85795 -3.42772 1.00448
H 0.97467 -1.89824 0.04267
H -0.57372 -2.61340 0.42063



#ii
The following is a DFT calculation (ωB97M-V/def2-TZVPD) of a 2-piece molecular cluster, C4H14N3 overall.

- 2S+1: 2
- HOMO level (spin up / spin down): -4.220 / -8.995 eV
- <S²>: 0.75
- LUMO (spin up / spin down): 0.95 / 0.86 eV

Cartesian coordinates (Å):
C -0.88697 0.98308 2.48575
C -2.00137 -0.02300 2.61796
H -0.81144 0.84912 1.36644
H -1.23519 2.04828 2.61017
H 0.07649 0.79018 3.16337
H -2.76401 0.44312 3.26279
H -2.25375 -0.38650 1.62458
H -1.62134 -0.79365 3.14198
C 0.77126 1.34291 -2.45833
C 0.92432 -1.02661 -1.36217
N 1.59242 0.14170 -1.73976
N 1.76456 -2.07147 -1.11161
N -0.40823 -1.11609 -0.77325
H 2.59788 0.12727 -2.04096
H 2.68138 -1.98164 -1.27522
H 1.73094 -2.74679 -0.34411
H -0.85427 -0.15917 -0.65849
H -1.21846 -1.85938 -0.98981
H 1.19170 2.34060 -1.92897
H -0.32952 1.41540 -2.13685
H 1.05358 1.68264 -3.45351



It is #i that is the most stable of them.



#i
The following is a DFT calculation (ωB97M-V/def2-TZVPD) of the molecule C4H10N2S.

- 2S+1: 1
- HOMO level: -9.061 eV
- SMILES string: [H]/N=C(/N)SC(C)C
- LUMO: 0.75 eV

Cartesian coordinates (Å):
H 1.07007 1.80720 0.56592
N 1.84850 1.38799 0.03949
C 1.71372 0.17033 0.40366
N 2.46598 -0.80932 -0.18709
S 0.43776 -0.42865 1.63088
C -1.16456 -0.35454 0.67829
C -1.07621 -1.17322 -0.62325
C -1.39546 1.18109 0.08054
H 2.10709 -1.72290 -0.22393
H 3.19453 -0.25121 -0.80010
H -2.02834 -0.55139 1.43978
H -0.77140 -2.20741 -0.27153
H -1.90842 -1.06281 -1.54780
H -0.01880 -0.62264 -0.98050
H -2.62664 1.39029 0.09021
H -0.90573 2.08081 0.85879
H -0.94209 1.16638 -1.15336



#ii
The following is a DFT calculation (ωB97M-V/def2-TZVPD) of the molecule C4H10N2S.

- 2S+1: 1
- HOMO level: -8.352 eV
- SMILES string: CN/N=C\CSC
- LUMO: 0.91 eV

Cartesian coordinates (Å):
C -3.22468 0.45436 -0.22883
N -1.80272 0.19589 -0.28700
N -1.29307 -0.51542 0.71426
C -0.11897 -1.06116 0.60228
C 0.80423 -1.01551 -0.56452
S 2.19997 -0.03482 -0.14316
C 1.42877 1.55295 0.27909
H -3.48067 0.96740 0.73355
H -3.91777 -0.42324 -0.27525
H -3.41513 1.29793 -0.97475
H -1.56566 -0.05644 -1.19681
H 0.17759 -1.57808 1.50259
H 0.38469 -0.49759 -1.40130
H 1.16855 -1.97787 -0.79839
H 2.24360 2.24903 0.42954
H 0.68086 1.85359 -0.47130
H 0.85884 1.37534 1.22373



It is #ii that is the most stable of them.



#i
The following is a DFT calculation (ωB97M-V/def2-TZVPD) of the molecule C4H10N2S.

- 2S+1: 1
- HOMO level: -8.031 eV
- SMILES string: CNN(C)C(C)=S
- LUMO: 0.73 eV

Cartesian coordinates (Å):
C -1.90721 0.18105 0.65979
N -0.92787 0.21438 -0.45218
N 0.32395 -0.39143 -0.20074
C 0.21108 -1.82927 -0.24961
C 1.45459 0.30453 -0.04396
C 1.35043 1.78488 -0.20106
S 2.90748 -0.44327 0.27414
H -1.45842 0.55645 1.60319
H -2.25586 -0.85497 0.88561
H -2.68608 0.84158 0.40672
H -1.35073 -0.17143 -1.31901
H 0.87742 -2.28059 -0.91658
H -0.85001 -2.10000 -0.46284
H 0.46033 -2.22610 0.71478
H 0.78324 2.03665 -1.08696
H 0.74226 2.12835 0.60240
H 2.32540 2.24918 -0.21370



#ii
The following is a DFT calculation (ωB97M-V/def2-TZVPD) of the molecule C4H10N2S.

- 2S+1: 1
- HOMO level (spin up / spin down): -7.103 / -7.683 eV
- LUMO (spin up / spin down): 0.64 / 0.42 eV

Cartesian coordinates (Å):
C 0.56396 0.64821 -1.35099
C 1.05290 1.38957 -0.07919
C 0.15116 -0.72887 1.28269
C -1.23683 -0.12549 1.68175
N -0.58115 -0.10014 -1.22050
N -0.55747 -1.32747 -1.76752
S 1.53355 0.24786 1.19088
H 0.46082 1.37562 -2.30684
H 1.41543 0.14481 -1.66167
H 1.88524 2.06220 -0.29577
H 0.30052 1.95744 0.40575
H 0.26922 -1.73320 1.88308
H -1.24012 -0.52094 2.74815
H -1.96427 -0.50502 0.99413
H -1.13608 0.93122 1.58689
H 0.37232 -1.84779 -1.62955
H -1.28920 -1.86801 -1.46130



#iii
The following is a DFT calculation (ωB97M-V/def2-TZVPD) of the molecule C4H10N2S.

- 2S+1: 1
- HOMO level: -8.646 eV
- SMILES string: C=NS[C@H](C)CN
- LUMO: 0.65 eV

Cartesian coordinates (Å):
C -0.34289 -1.98044 -2.46844
N -0.22097 -1.38942 -1.25536
S 1.31045 -0.89607 -0.60821
C 0.92388 0.28661 0.76103
C 0.24516 -0.38981 1.86076
C 0.17183 1.56819 0.26323
N -1.24197 1.34978 0.09806
H 0.55597 -2.30213 -2.98844
H -1.26516 -2.16454 -3.05235
H 1.88707 0.74937 1.18033
H -1.00043 -0.36333 1.72190
H 0.34127 0.20552 2.79440
H 0.59038 -1.53520 1.88398
H 0.95984 1.85217 -0.62504
H 0.12354 2.33982 1.12896
H -1.54354 2.21986 -0.37299
H -1.49441 0.44961 -0.32181



It is #i that is the most stable of them.



#i
The following is a DFT calculation (ωB97M-V/def2-TZVPD) of a 2-piece molecular cluster, C4H10N2S overall.

- 2S+1: 1
- HOMO level: -8.559 eV
- LUMO: 0.57 eV

Cartesian coordinates (Å):
C -1.27688 -2.01085 -0.32923
C -1.09780 -1.05774 0.54115
C 2.67556 0.01001 -0.37218
C 2.18887 0.62407 0.71776
N -0.69469 0.61284 -1.48553
N -2.65237 1.24610 0.21567
S -0.92686 0.70531 0.01100
H -1.32672 -3.06585 0.11685
H -1.25701 -1.65085 -1.32043
H -1.05646 -1.09810 1.57333
H 3.01573 -0.96563 -0.46068
H -2.65574 2.16838 0.62142
H 2.66238 0.56390 -1.29957
H 1.71733 1.53066 0.85984
H 2.33793 0.26187 1.74258
H 0.02370 1.12295 -1.94837
H -3.11350 0.64452 0.90216



#ii
The following is a DFT calculation (ωB97M-V/def2-TZVPD) of the molecule C4H10N2S.

- 2S+1: 1
- HOMO level: -7.832 eV
- SMILES string: C[C@@H]1CNSN1C
- LUMO: 0.86 eV

Cartesian coordinates (Å):
C -1.82482 0.04801 -0.20723
C -0.31636 0.16634 -0.23423
C 0.34901 -0.83872 -1.19062
N 1.43341 -1.47075 -0.45479
S 0.78442 -1.74940 1.13978
N 0.21806 -0.15390 1.23496
C 1.21273 0.80117 1.67543
H -2.11370 -0.95496 0.09511
H -2.22730 0.25369 -1.19741
H -2.24350 0.75723 0.50059
H -0.00240 1.18740 -0.44611
H -0.40255 -1.55931 -1.54211
H 0.77870 -0.32913 -2.05723
H 1.73807 -2.34284 -0.87260
H 1.50093 0.53760 2.69249
H 2.10872 0.81109 1.04411
H 0.76816 1.79628 1.68756



It is #ii that is the most stable of them.



#i
The following is a DFT calculation (ωB97M-V/def2-TZVPD) of a 2-piece molecular cluster, C3H10S overall.

- 2S+1: 1
- HOMO level: -9.831 eV
- SMILES string: CCC.S
- LUMO: 0.85 eV

Cartesian coordinates (Å):
C -0.47263 -0.36508 1.25625
C 0.90763 -0.14762 0.68761
C 1.62591 1.19918 0.80125
H -1.19052 0.40872 1.00462
H -0.85304 -1.31067 0.88027
H -0.49131 -0.35699 2.34578
H 1.59011 -0.93287 1.04801
H 0.89711 -0.43407 -0.37410
H 2.68683 1.05780 0.61950
H 1.50836 1.72682 1.74534
H 1.25982 1.82165 -0.02222
S -2.07265 -1.11418 -2.96379
H -2.27967 0.10857 -3.43347
H -3.11594 -1.66127 -3.59505



#ii
The following is a DFT calculation (ωB97M-V/def2-TZVPD) of a 2-piece molecular cluster, C3H10S overall.

- 2S+1: 1
- HOMO level: -9.852 eV
- SMILES string: CCC.S
- LUMO: 0.87 eV

Cartesian coordinates (Å):
C -1.11741 -0.81674 -0.88723
C -0.96607 0.00969 0.40199
C 0.04075 -0.60756 1.35613
H -0.15692 -0.96700 -1.37432
H -1.80878 -0.34162 -1.61008
H -1.57578 -1.78751 -0.67997
H -1.97425 0.01120 0.85070
H -0.70430 1.04551 0.17986
H 0.10121 -0.09877 2.31634
H -0.13993 -1.65404 1.65419
H 1.00605 -0.51904 0.83289
S 2.15001 2.00929 -1.54185
H 2.40967 2.78723 -0.48274
H 2.73575 0.92934 -1.01590



It is #ii that is the most stable of them.